Version i
This record from the OMol25 dataset describes C2H8N2O2 in the gas phase. The level of theory is wB97M-V/def2-TZVPD.

```
! wB97M-V def2-TZVPD RIJCOSX def2/J DEFGRID3
* xyz 0 1
C 1.55132 0.53761 -0.34684
N -2.20200 0.13823 -0.11921
H 1.42250 1.48992 -0.73808
H -0.71244 1.21855 0.52368
H 1.99165 0.64660 0.73316
O 0.40621 -1.33486 -1.13185
C 0.31922 -0.30836 -0.14236
H 1.00644 -1.26715 1.46957
H 2.30218 -0.05228 -0.71144
O 0.22861 -0.76928 1.24039
N -0.85210 0.67879 -0.29833
H -2.86803 0.89210 -0.19024
H -2.19915 -0.05875 0.94849
H -0.39442 -1.81113 -1.23692
*
```

For the HOMO energy, the calculation gives -9.74 eV. The LUMO energy comes out at 0.76 eV. The SMILES is CC(O)(O)NN. The HOMO-LUMO gap comes out at 10.50 eV.

Version ii
This record from the OMol25 dataset describes 2 unconnected molecules or ions with the total composition C2H8N2O2. The level of theory is wB97M-V/def2-TZVPD.

```
! wB97M-V def2-TZVPD RIJCOSX def2/J DEFGRID3
* xyz 0 1
H -1.70881 -0.40154 0.28954
N -1.53334 0.32292 -0.39095
O -1.01786 -2.64642 0.78053
C 1.89087 1.23620 0.74482
O 0.41887 0.47607 -1.62490
H -0.12863 1.03701 1.38038
H -1.15042 -3.61794 0.59697
H 2.23643 1.52908 -0.26922
H -1.88812 -0.02122 -1.23858
H 1.76848 2.21362 1.30514
C -0.14936 0.58905 -0.52747
H -0.16969 -2.46518 0.40262
N 0.51641 0.75458 0.64527
H 2.50212 0.59488 1.20388
*
```

For the HOMO energy, the calculation gives -9.67 eV. The LUMO energy comes out at 0.64 eV. The SMILES is CNC(N)=O.O. The HOMO-LUMO gap comes out at 10.31 eV.

Version iii
This record from the OMol25 dataset describes 2 unconnected molecules or ions with the total composition C2H8N2O2. The level of theory is wB97M-V/def2-TZVPD.

```
! wB97M-V def2-TZVPD RIJCOSX def2/J DEFGRID3
* xyz 0 1
H -0.12495 -1.59254 -0.51329
H 1.71804 -0.63847 -1.68791
H -3.50934 0.83352 0.77947
O -3.50978 0.13353 0.11383
N 0.51351 -0.98485 -0.03227
C 0.30248 -0.77941 1.28096
H 2.53403 -0.46835 -0.25929
H -0.58794 -1.29835 1.70910
H 0.65524 1.60373 -0.23108
N 1.18400 1.17904 -0.99128
H -3.83260 0.64626 -0.64615
H 2.05903 1.69417 -0.85485
C 1.56879 -0.17693 -0.68952
O 1.02950 -0.15135 2.02229
*
```

For the HOMO energy, the calculation gives -9.74 eV. The LUMO energy comes out at 0.71 eV. The SMILES is NCNC=O.O. The HOMO-LUMO gap comes out at 10.46 eV.

Version iv
This record from the OMol25 dataset describes 2 unconnected molecules or ions with the total composition C2H8N2O2. The level of theory is wB97M-V/def2-TZVPD.

```
! wB97M-V def2-TZVPD RIJCOSX def2/J DEFGRID3
* xyz 0 1
C 0.91127 0.15098 -2.42721
N -1.00084 0.06865 0.87554
C -1.39111 -0.14328 2.24634
H -0.66881 0.99043 0.63973
H -2.43004 0.13626 2.38588
H -0.43843 1.47994 2.98060
O 0.99950 -1.11687 -2.87246
N -0.61851 0.52745 3.28595
H -0.38231 -0.62492 0.48647
H -1.35343 -1.22161 2.43918
H 0.30429 0.10649 3.32247
H 0.82745 -1.19569 -3.82262
O 1.24553 0.44850 -1.32322
H 0.47764 0.84485 -3.16225
*
```

For the HOMO energy, the calculation gives -8.67 eV. The LUMO energy comes out at 0.46 eV. The SMILES is O=CO.NCN. The HOMO-LUMO gap comes out at 9.13 eV.

In kcal/mol, relative to the most stable structure: version i 51.6; version ii 0.0; version iii 17.5; version iv 15.7.

Version i
This record from the OMol25 dataset describes C6H11NO4 in the gas phase. The level of theory is wB97M-V/def2-TZVPD.

```
! wB97M-V def2-TZVPD RIJCOSX def2/J DEFGRID3
* xyz 0 1
O -2.96432 0.04588 1.47658
O -0.47068 -1.36635 -1.01049
O -1.38667 0.34370 0.13930
H 1.43467 2.80331 -0.58016
H 0.02226 -3.06870 -0.23980
N -2.82086 -0.08809 0.33108
H 1.46454 -1.83914 1.54258
C 1.21935 0.15929 0.80581
C -0.50560 0.03636 -0.93824
H 0.01585 2.50621 -1.29446
H 2.25227 -1.47079 -0.05609
H -0.78847 -1.83545 0.96897
C 0.56922 2.22091 -0.47455
C 0.77727 0.72912 -0.55835
H 0.61767 0.52667 1.61438
H 1.57210 0.57663 -1.37394
C 1.36904 -1.31943 0.62147
H -0.12398 2.36423 0.34484
C -0.00636 -1.98288 0.09574
H 2.24037 0.66067 0.99092
O -3.56246 -0.39208 -0.54777
H -0.92520 0.38994 -1.85786
*
```

For the HOMO energy, the calculation gives -9.84 eV. The LUMO energy comes out at 0.49 eV. The SMILES is C[C@H]1CCCO[C@H]1O[N+](=O)[O-]. The HOMO-LUMO gap comes out at 10.33 eV.

Version ii
This record from the OMol25 dataset describes 2 unconnected molecules or ions with the total composition C6H11NO4. The level of theory is wB97M-V/def2-TZVPD.

```
! wB97M-V def2-TZVPD RIJCOSX def2/J DEFGRID3
* xyz 0 1
H 0.50331 -2.97393 0.41085
H -3.03715 0.49040 1.15151
O 0.95035 2.50503 0.50156
C -0.72496 0.81103 -0.17856
O -2.27666 -0.07546 1.48571
H -0.94674 2.89286 -0.01457
C 1.39450 -1.21576 -0.01453
H 2.22141 0.75386 0.54177
H -0.56488 1.91430 1.55227
O -0.74128 -0.32293 -2.19011
H 1.35100 2.66924 -0.29650
C -0.37556 2.08334 0.47354
C 1.80356 -0.16292 0.32031
H -1.60230 -1.06264 -0.35238
N -0.54289 0.67964 -1.43910
H -0.62734 -1.05216 1.15167
H 0.13152 1.57898 -2.97956
H 1.73808 -2.89385 -0.92258
C 0.90064 -2.52230 -0.46348
O -0.14616 1.82959 -2.10339
H 0.07313 -2.40446 -1.13719
C -1.29688 -0.40188 0.46701
*
```

For the HOMO energy, the calculation gives -8.95 eV. The LUMO energy comes out at 0.53 eV. The SMILES is [O-][N+](O)=C(CO)CO.C#CC. The HOMO-LUMO gap comes out at 9.48 eV.

In kcal/mol, relative to the most stable structure: version i 0.0; version ii 33.4.

Version i
This record from the OMol25 dataset describes 2 unconnected molecules or ions with the total composition C3H7F2O2P. The level of theory is wB97M-V/def2-TZVPD.

```
! wB97M-V def2-TZVPD RIJCOSX def2/J DEFGRID3
* xyz 0 1
H -0.47209 -1.09634 2.20655
P -1.21870 -0.92080 -0.71907
H -2.45349 0.88034 1.71549
C -0.50555 0.08422 2.34116
H -1.55559 -0.50797 -1.97833
H 2.75888 -1.37056 -2.36492
O 0.98516 -1.01917 -1.85216
H 0.54863 0.32357 2.03376
F 2.84183 0.43964 -1.67359
C 2.04785 -0.54847 -2.32504
H -1.14905 1.93528 1.52118
O -1.46176 0.58038 -0.09990
C -1.37322 0.88484 1.29454
H -0.64390 0.31772 3.42834
F 1.65097 0.01734 -3.52802
*
```

For the HOMO energy, the calculation gives -9.34 eV. The LUMO energy comes out at -2.05 eV. The HOMO-LUMO gap comes out at 7.29 eV.

Version ii
This record from the OMol25 dataset describes 2 unconnected molecules or ions with the total composition C3H7F2O2P. The level of theory is wB97M-V/def2-TZVPD.

```
! wB97M-V def2-TZVPD RIJCOSX def2/J DEFGRID3
* xyz 0 1
C -2.52882 -1.53113 -3.51469
H -1.59695 -1.05772 -3.62819
H -4.13033 -0.58032 -3.69332
H 1.59396 1.63567 -1.75537
O -3.39049 -0.52093 -3.09577
H 0.83014 -0.80141 1.71652
F -3.13155 -2.14328 -4.58404
H 0.92331 0.07357 3.16889
P 1.02830 0.53398 -0.89271
H -0.03919 0.56452 1.54593
C 1.93564 0.82220 1.59824
O 2.00499 1.07952 0.31295
F -2.33205 -2.44540 -2.52990
C 0.77050 0.12261 2.13883
H 2.48894 1.70990 2.08833
*
```

For the HOMO energy (spin up / spin down), the calculation gives -7.45 / -7.70 eV. The LUMO energy (spin up / spin down) comes out at -0.38 / 0.44 eV. The HOMO-LUMO gap (spin up / spin down) comes out at 7.07 / 8.15 eV.

Version iii
This record from the OMol25 dataset describes C3H7F2O2P in the gas phase. The level of theory is wB97M-V/def2-TZVPD.

```
! wB97M-V def2-TZVPD RIJCOSX def2/J DEFGRID3
* xyz 0 1
H -3.11360 -0.34810 -0.79459
C 1.38195 -0.38140 -0.39561
H 1.99863 0.99219 1.27905
O -1.47286 1.99232 -1.50110
H 1.12710 -1.39093 -0.41249
C 1.67846 -0.04101 1.07258
H -0.77297 1.31479 0.76647
H 2.28487 -0.78416 1.48489
P -0.90979 1.04599 -0.53668
O 0.46163 0.49985 -1.03381
F -1.57685 -1.48261 -1.16203
H 0.66157 0.21736 1.61688
C -1.98617 -0.49131 -0.32876
H 2.34635 -0.24480 -1.02125
F -2.10832 -0.89817 0.96646
*
```

For the HOMO energy, the calculation gives -10.82 eV. The LUMO energy comes out at 0.80 eV. The SMILES is CCO[P@@H](=O)C(F)F. The HOMO-LUMO gap comes out at 11.63 eV.

In kcal/mol, relative to the most stable structure: version i 65.9; version ii 68.1; version iii 0.0.

Version i
This record from the OMol25 dataset describes a molecular structure, CH4N2O3. The level of theory is wB97M-V/def2-TZVPD.

```
! wB97M-V def2-TZVPD RIJCOSX def2/J DEFGRID3
* xyz 0 1
O 0.03268 0.91568 0.31389
O 1.03999 -0.73313 1.84875
C -0.58062 0.31025 -0.67975
H 1.39315 -0.85487 -0.02285
N -0.17914 -0.79966 -1.20983
H 1.40444 -0.14677 2.53910
H -1.89523 1.65297 -0.51109
O -1.76047 0.85966 -1.05079
H -0.85785 -1.10829 -1.90693
N 1.40306 -0.09586 0.67948
*
```

For the HOMO energy, the calculation gives -9.81 eV. The LUMO energy comes out at 0.27 eV. The HOMO-LUMO gap comes out at 10.08 eV.

Version ii
This record from the OMol25 dataset describes 2 unconnected molecules or ions with the total composition CH4N2O3. The level of theory is wB97M-V/def2-TZVPD.

```
! wB97M-V def2-TZVPD RIJCOSX def2/J DEFGRID3
* xyz 0 1
O 0.16056 -1.62948 0.06938
C 1.86508 -0.03730 -0.07869
H -0.22717 0.33314 0.07572
N -2.87297 0.16986 0.21996
O -4.08999 0.19358 0.14246
N 0.47888 -0.45307 -0.04925
O -2.05075 1.02542 -0.01319
H 1.84257 1.11921 0.12030
H 2.58020 -0.43217 0.65000
H 2.31359 -0.28919 -1.13669
*
```

For the HOMO energy (spin up / spin down), the calculation gives -9.79 / -7.99 eV. The LUMO energy (spin up / spin down) comes out at -0.59 / -2.54 eV. The HOMO-LUMO gap (spin up / spin down) comes out at 9.20 / 5.45 eV.

Version iii
This record from the OMol25 dataset describes CH4N2O3 in the gas phase. The level of theory is wB97M-V/def2-TZVPD.

```
! wB97M-V def2-TZVPD RIJCOSX def2/J DEFGRID3
* xyz 0 1
O 1.88176 0.17906 -0.22264
N -1.46352 -0.27325 0.17188
H 0.56482 1.62768 0.20039
O 0.24876 -1.02877 1.56110
O -0.15330 0.50778 -1.51258
N 0.61870 0.49272 -0.12133
C -0.34228 -0.37499 0.80361
H 2.16613 -0.80995 -0.27299
H -1.25343 0.44494 -1.29827
H -2.26762 -0.76522 0.69083
*
```

For the HOMO energy, the calculation gives -9.47 eV. The LUMO energy comes out at 0.47 eV. The SMILES is [H]/N=C(\[O-])[NH+](O)O. The HOMO-LUMO gap comes out at 9.94 eV.

Version iv
This record from the OMol25 dataset describes CH4N2O3 in the gas phase. The level of theory is wB97M-V/def2-TZVPD.

```
! wB97M-V def2-TZVPD RIJCOSX def2/J DEFGRID3
* xyz 0 1
H 1.02487 -0.55874 0.89413
C -0.45174 -0.33116 -0.52768
O -0.03249 1.91417 -1.69361
N 0.86471 0.06279 0.16856
O -0.24203 1.14347 -3.65780
O -0.36467 -0.25217 -1.92354
H 0.67990 0.92313 0.61195
H -0.60976 -1.29845 -0.23955
H -1.29498 0.24201 -0.20703
N -0.19293 1.08582 -2.50685
*
```

For the HOMO energy, the calculation gives -10.54 eV. The LUMO energy comes out at 0.77 eV. The SMILES is NCO[N+](=O)[O-]. The HOMO-LUMO gap comes out at 11.31 eV.

In kcal/mol, relative to the most stable structure: version i 0.0; version ii 68.2; version iii 48.1; version iv 23.9.

Version i
This record from the OMol25 dataset describes a molecular structure, CH4N2O3. The level of theory is wB97M-V/def2-TZVPD.

```
! wB97M-V def2-TZVPD RIJCOSX def2/J DEFGRID3
* xyz 0 1
H 1.41090 1.47774 -0.02082
O -1.53973 -0.97839 -0.18783
N 0.68137 0.86076 -0.15169
H -1.82664 -0.33532 0.62943
C 0.95511 -0.33638 -0.04572
O -0.55234 1.22690 0.22551
N -0.16726 -1.13066 0.20751
O 2.19657 -0.66115 0.03090
H -1.15019 2.03098 -0.56639
H -0.00777 -2.15449 -0.12089
*
```

For the HOMO energy, the calculation gives -9.63 eV. The LUMO energy comes out at -0.44 eV. The HOMO-LUMO gap comes out at 9.19 eV.

Version ii
This record from the OMol25 dataset describes a molecular structure, CH4N2O3. The level of theory is wB97M-V/def2-TZVPD.

```
! wB97M-V def2-TZVPD RIJCOSX def2/J DEFGRID3
* xyz 0 1
C 0.74970 0.08495 -0.55238
O -1.67653 -1.25967 0.02733
N 1.36497 -0.10733 0.69985
O -0.48616 0.74470 -0.65999
O -2.74299 0.55908 0.40026
H 1.45122 0.61363 -1.17491
N -1.89761 -0.11356 -0.02548
H 0.68705 -0.89718 -1.14066
H 1.75304 0.73913 0.99316
H 0.79731 -0.36377 1.43282
*
```

For the HOMO energy, the calculation gives -10.24 eV. The LUMO energy comes out at -0.64 eV. The HOMO-LUMO gap comes out at 9.59 eV.

In kcal/mol, relative to the most stable structure: version i 16.6; version ii 0.0.

Version i
This record from the OMol25 dataset describes 2 unconnected molecules or ions with the total composition C6H8N2O4. The level of theory is wB97M-V/def2-TZVPD.

```
! wB97M-V def2-TZVPD RIJCOSX def2/J DEFGRID3
* xyz 0 1
C 0.86178 -1.09098 -1.26964
C 1.10729 -0.88750 0.21695
O -0.43190 -0.97373 -1.57158
H 2.49986 0.60576 -0.19099
N -1.14475 -0.78449 -0.45345
H 1.50355 -1.81782 0.60576
H -1.22133 1.25589 0.90738
O -4.33939 -1.23898 -0.76779
C 0.79761 1.47754 0.68618
H -0.37231 0.80891 2.33263
H 1.09020 2.30431 1.31370
O 1.86164 -1.25869 -2.11808
O -3.94724 0.95832 -0.37056
H 2.37987 0.42394 1.53785
H 1.70727 -2.16446 -2.45014
C 1.87114 0.42943 0.60897
C -0.40120 0.70360 1.21757
C -4.10268 -0.13705 -0.63409
H 0.61035 1.97301 -0.23822
N -0.32977 -0.58702 0.63755
*
```

For the HOMO energy (spin up / spin down), the calculation gives -7.65 / -6.90 eV. The LUMO energy (spin up / spin down) comes out at 0.48 / 0.51 eV. The HOMO-LUMO gap (spin up / spin down) comes out at 8.13 / 7.41 eV.

Version ii
This record from the OMol25 dataset describes 2 unconnected molecules or ions with the total composition C6H8N2O4. The level of theory is wB97M-V/def2-TZVPD.

```
! wB97M-V def2-TZVPD RIJCOSX def2/J DEFGRID3
* xyz 0 1
H -1.61349 -1.09061 -0.45228
O -2.62787 -1.11985 -0.48479
H 1.32878 2.68280 -0.43449
N 0.33453 0.70482 -0.12950
C 1.44695 1.61654 -0.21489
C 0.61415 -0.59817 0.00051
H 2.08492 -1.93112 0.13998
C -4.54073 0.11565 0.26823
O -0.24601 -1.42407 0.10435
C 3.07375 -0.13871 0.11029
H 3.67010 1.98656 -0.26267
H -4.66721 -0.80022 1.09634
O -2.31499 1.21726 0.20618
H -5.25248 -0.23804 -0.53613
O 4.18209 -0.66941 -0.01738
H -5.03024 1.19283 0.45462
N 1.92565 -0.97561 0.21887
H -0.66290 1.10360 -0.24621
C -2.99618 0.23048 -0.09752
C 2.79798 1.26727 0.12478
*
```

For the HOMO energy, the calculation gives -9.72 eV. The LUMO energy comes out at 0.03 eV. The SMILES is O=c1cc[nH]c(=O)[nH]1.CC(=O)O. The HOMO-LUMO gap comes out at 9.75 eV.

In kcal/mol, relative to the most stable structure: version i 97.1; version ii 0.0.